[1]
C35H29N6RuSSe | wB97M-V/def2-TZVPD

Atoms and positions in Å:
1 Ru -0.280 0.158 -0.196
2 Se 7.113 -2.208 -0.876
3 N 6.231 -1.004 0.083
4 C 4.968 -1.336 0.013
5 C 3.908 -0.573 0.672
6 C 4.207 0.476 1.542
7 C 3.180 1.142 2.167
8 C 1.885 0.769 1.855
9 N 1.568 -0.223 1.005
10 C 2.582 -0.930 0.450
11 C 2.247 -2.150 -0.318
12 N 0.949 -2.470 -0.394
13 C 0.627 -3.613 -0.988
14 C 1.565 -4.473 -1.558
15 C 2.892 -4.117 -1.519
16 C 3.253 -2.930 -0.877
17 C 4.648 -2.496 -0.759
18 N 5.653 -3.113 -1.322
19 H 5.245 0.731 1.723
20 H 3.361 1.939 2.874
21 H 1.048 1.271 2.325
22 H -0.428 -3.865 -1.024
23 H 1.242 -5.393 -2.025
24 H 3.665 -4.733 -1.961
25 C 4.903 0.815 -3.036
26 C 5.267 2.166 -2.418
27 C 5.604 3.140 -3.556
28 C 6.496 1.977 -1.520
29 C 4.120 2.751 -1.592
30 C 4.289 4.001 -0.953
31 C 3.281 4.630 -0.258
32 C 2.050 3.975 -0.173
33 S 0.553 4.497 0.541
34 C -0.195 3.044 0.058
35 N 0.590 2.214 -0.583
36 C 1.876 2.732 -0.751
37 C 2.902 2.118 -1.470
38 C -1.621 2.702 0.238
39 C -2.547 3.636 0.685
40 C -3.896 3.357 0.566
41 C -4.313 2.162 -0.021
42 C -3.393 1.208 -0.418
43 C -2.026 1.433 -0.230
44 H 5.724 0.476 -3.669
45 H 4.013 0.881 -3.667
46 H 4.738 0.049 -2.270
47 H 6.454 2.760 -4.125
48 H 5.871 4.129 -3.181
49 H 4.760 3.252 -4.240
50 H 7.300 1.509 -2.091
51 H 6.271 1.330 -0.667
52 H 6.874 2.928 -1.141
53 H 5.247 4.501 -1.026
54 H 3.438 5.599 0.197
55 H 2.715 1.159 -1.940
56 H -2.221 4.594 1.072
57 H -4.629 4.084 0.888
58 H -5.371 1.976 -0.161
59 H -3.755 0.285 -0.857
60 N -1.788 -1.486 0.565
61 C -2.333 -2.004 -0.685
62 C -1.646 -1.781 -1.871
63 C -2.127 -2.268 -3.077
64 C -3.319 -2.978 -3.095
65 C -4.027 -3.173 -1.916
66 C -3.534 -2.691 -0.710
67 H -1.192 -2.180 1.012
68 H -2.539 -1.238 1.200
69 H -0.694 -1.239 -1.905
70 H -1.577 -2.098 -3.993
71 H -3.695 -3.376 -4.028
72 H -4.971 -3.703 -1.932
73 H -4.086 -2.849 0.210

Computed properties:
ΔE to the lowest compared entry with this formula, charge and spin: 0.000 eV
frontier orbital gap (spin up / spin down): 7.6 / 5.3 eV
spin multiplicity: 6
total charge: +2

Here are the Mulliken charges for atoms 1 to 6, given in e: 0.270 0.316 -0.786 0.339 1.459 -0.462

***

[2]
C35H29NiOS7Sb | wB97M-V/def2-TZVPD

Atoms and positions in Å:
1 Ni 1.999 0.184 -0.507
2 S 6.963 -1.509 4.280
3 C 5.850 -1.219 3.108
4 S 4.263 -1.905 3.104
5 C 3.689 -1.133 1.648
6 C 4.560 -0.331 1.012
7 S 4.132 0.598 -0.395
8 S 6.139 -0.190 1.746
9 S 2.042 -1.301 1.120
10 S 1.546 2.373 -1.233
11 Sb 0.605 2.562 0.838
12 C 1.776 2.213 2.552
13 C 1.146 1.875 3.746
14 C 1.912 1.605 4.870
15 C 3.298 1.676 4.800
16 C 3.919 2.034 3.612
17 C 3.160 2.304 2.482
18 C -0.167 4.516 1.015
19 C -0.736 4.931 2.216
20 C -1.263 6.209 2.324
21 C -1.222 7.069 1.235
22 C -0.653 6.657 0.039
23 C -0.123 5.378 -0.074
24 C -1.153 1.405 1.076
25 C -2.306 1.873 0.450
26 C -3.485 1.145 0.538
27 C -3.515 -0.044 1.256
28 C -2.365 -0.503 1.884
29 C -1.179 0.215 1.791
30 H 0.066 1.798 3.803
31 H 1.427 1.328 5.797
32 H 3.895 1.444 5.671
33 H 4.998 2.080 3.555
34 H 3.648 2.547 1.546
35 H -0.765 4.265 3.072
36 H -1.703 6.533 3.257
37 H -1.634 8.066 1.321
38 H -0.618 7.330 -0.807
39 H 0.326 5.053 -1.005
40 H -2.294 2.807 -0.100
41 H -4.379 1.511 0.051
42 H -4.434 -0.612 1.325
43 H -2.383 -1.424 2.454
44 H -0.279 -0.165 2.260
45 O 0.262 -0.412 -1.218
46 S -0.372 -1.752 -0.850
47 C -1.910 -1.660 -1.778
48 C -2.728 -2.914 -1.657
49 C -2.943 -3.521 -0.421
50 C -3.695 -4.682 -0.327
51 C -4.253 -5.245 -1.466
52 C -4.055 -4.640 -2.698
53 C -3.292 -3.485 -2.793
54 C 0.541 -3.030 -1.766
55 C 0.677 -2.796 -3.238
56 C -0.071 -3.556 -4.134
57 C 0.050 -3.355 -5.502
58 C 0.925 -2.392 -5.985
59 C 1.681 -1.638 -5.098
60 C 1.562 -1.839 -3.731
61 H -1.651 -1.423 -2.810
62 H -2.409 -0.796 -1.331
63 H -2.515 -3.084 0.473
64 H -3.847 -5.145 0.639
65 H -4.843 -6.149 -1.393
66 H -4.493 -5.069 -3.590
67 H -3.131 -3.018 -3.756
68 H 0.022 -3.963 -1.539
69 H 1.502 -3.041 -1.247
70 H -0.741 -4.319 -3.757
71 H -0.530 -3.957 -6.188
72 H 1.025 -2.236 -7.051
73 H 2.371 -0.893 -5.469
74 H 2.159 -1.243 -3.051

Computed properties:
ΔE to the lowest compared entry with this formula, charge and spin: 0.000 eV
frontier orbital gap (spin up / spin down): 6.5 / 6.6 eV
total charge: 0

Here are the Mulliken charges for atoms 1 to 6, given in e: 0.714 -0.244 0.092 -0.087 0.145 0.062

***

[3]
C35H30BrClMgN5O13P | wB97M-V/def2-TZVPD

Atoms and positions in Å:
1 Mg 0.622 0.312 0.753
2 Br -3.458 -1.033 -7.394
3 C -2.434 0.428 -6.729
4 C -1.362 0.895 -7.467
5 C -0.664 2.006 -7.017
6 C -1.010 2.652 -5.828
7 C -2.080 2.136 -5.088
8 C -2.797 1.039 -5.541
9 N -0.420 3.917 -5.583
10 N -0.249 4.411 -4.427
11 C -0.141 3.700 -3.245
12 C -0.585 4.411 -2.118
13 C -0.802 3.830 -0.891
14 C -0.485 2.468 -0.664
15 O -0.702 1.864 0.421
16 C 0.182 1.764 -1.779
17 N 0.656 0.535 -1.463
18 C 1.300 -0.155 -2.376
19 C 1.595 0.379 -3.635
20 C 1.154 1.638 -3.953
21 C 0.358 2.358 -3.038
22 H -1.083 0.409 -8.392
23 H 0.163 2.408 -7.591
24 H -2.375 2.616 -4.164
25 H -3.635 0.665 -4.967
26 H -0.842 5.451 -2.289
27 H -1.215 4.396 -0.065
28 H 1.616 -1.157 -2.102
29 H 2.191 -0.190 -4.336
30 H 1.434 2.086 -4.894
31 O -0.239 -3.501 -0.409
32 C 0.438 -2.586 0.062
33 O -0.015 -1.465 0.474
34 C 1.946 -2.803 0.184
35 C 2.440 -4.016 -0.203
36 C 3.803 -4.324 -0.094
37 C 4.679 -3.410 0.459
38 C 4.212 -2.197 0.892
39 C 2.831 -1.772 0.717
40 O 2.465 -0.602 0.970
41 N 5.188 -1.316 1.527
42 O 6.376 -1.479 1.246
43 O 4.805 -0.478 2.314
44 N 4.297 -5.609 -0.517
45 O 5.491 -5.860 -0.373
46 O 3.511 -6.409 -1.007
47 H 1.748 -4.745 -0.602
48 H 5.724 -3.650 0.571
49 Cl 4.200 4.163 5.943
50 C 3.190 3.136 4.931
51 C 2.185 2.357 5.527
52 C 1.385 1.561 4.754
53 C 1.509 1.501 3.326
54 O 0.724 0.769 2.649
55 C 2.540 2.322 2.758
56 C 2.754 2.420 1.332
57 O 2.078 1.934 0.435
58 C 3.366 3.108 3.579
59 H 2.050 2.397 6.601
60 H 0.609 0.954 5.204
61 H 3.622 3.042 1.046
62 H 4.142 3.710 3.117
63 C -5.035 0.936 2.009
64 C -3.996 0.862 3.121
65 O -3.317 -0.384 3.167
66 P -2.132 -0.679 1.995
67 O -3.037 -1.243 0.779
68 C -3.408 -2.615 0.601
69 C -4.605 -2.652 -0.324
70 O -1.699 -2.094 2.682
71 C -0.769 -2.054 3.765
72 C -1.404 -2.676 4.992
73 H -5.572 1.887 2.057
74 H -5.748 0.114 2.108
75 H -4.552 0.847 1.035
76 H -4.488 0.976 4.088
77 H -3.277 1.684 3.006
78 H -3.651 -3.062 1.566
79 H -2.556 -3.145 0.174
80 H -5.470 -2.172 0.140
81 H -4.858 -3.687 -0.568
82 H -4.374 -2.121 -1.250
83 H -0.466 -1.023 3.965
84 H 0.121 -2.606 3.458
85 H -2.349 -2.172 5.202
86 H -0.741 -2.575 5.856
87 H -1.604 -3.737 4.822

Computed properties:
ΔE to the lowest compared entry with this formula, charge and spin: 0.438 eV
frontier orbital gap: 6.4 eV
total charge: -2

Here are the Mulliken charges for atoms 1 to 6, given in e: 2.337 -0.236 0.147 -0.493 -0.247 0.132

***

[4]
C35H30BrClN3O2PPd | wB97M-V/def2-TZVPD

Atoms and positions in Å:
1 Pd -0.703 -0.233 0.981
2 Cl -2.531 -1.688 0.197
3 C -3.043 -1.764 -1.459
4 C -4.316 -2.190 -1.752
5 C -4.694 -2.288 -3.092
6 C -3.805 -1.953 -4.112
7 C -2.531 -1.515 -3.813
8 C -2.133 -1.402 -2.465
9 P -0.546 -0.692 -2.020
10 C -0.858 1.102 -1.984
11 C -1.610 1.682 -3.009
12 C -1.908 3.033 -2.942
13 C -1.444 3.807 -1.882
14 C -0.689 3.233 -0.867
15 C -0.396 1.878 -0.909
16 C 0.486 -1.107 -3.362
17 C 0.475 -2.473 -3.793
18 C 1.165 -2.825 -4.923
19 C 1.931 -1.858 -5.595
20 C 1.973 -0.518 -5.151
21 C 1.296 -0.144 -4.021
22 H -5.010 -2.455 -0.966
23 H -5.688 -2.640 -3.337
24 H -4.108 -2.024 -5.149
25 H -1.849 -1.241 -4.605
26 H -1.951 1.096 -3.852
27 H -2.516 3.481 -3.717
28 H -1.649 4.869 -1.861
29 H -0.299 3.849 -0.068
30 H 0.308 1.468 -0.190
31 H -0.098 -3.219 -3.254
32 H 1.133 -3.846 -5.279
33 H 2.527 -2.157 -6.450
34 H 2.546 0.221 -5.696
35 H 1.334 0.880 -3.672
36 O 6.239 0.058 0.612
37 C 5.607 -0.897 -0.185
38 C 4.150 -0.934 0.141
39 C 3.245 -1.680 -0.617
40 C 1.914 -1.656 -0.276
41 N 1.431 -0.936 0.751
42 C 2.302 -0.271 1.531
43 C 3.655 -0.245 1.243
44 C 1.744 0.370 2.714
45 C 2.517 0.725 3.799
46 C 1.924 1.275 4.933
47 C 2.749 1.642 6.119
48 O 4.101 1.445 5.824
49 C 0.542 1.446 4.921
50 C -0.173 1.080 3.802
51 N 0.409 0.545 2.718
52 H 7.191 0.066 0.456
53 H 6.017 -1.905 -0.027
54 H 5.735 -0.701 -1.259
55 H 3.584 -2.267 -1.461
56 H 1.206 -2.271 -0.813
57 H 4.347 0.321 1.849
58 H 3.586 0.568 3.806
59 H 2.419 1.046 6.982
60 H 2.541 2.682 6.407
61 H 4.660 1.616 6.592
62 H 0.019 1.865 5.771
63 H -1.238 1.219 3.777
64 Br -6.449 0.659 4.659
65 C -4.864 0.558 3.672
66 C -4.520 1.572 2.782
67 C -3.355 1.443 2.053
68 N -2.545 0.388 2.188
69 C -2.864 -0.582 3.067
70 C -4.008 -0.534 3.829
71 H -5.151 2.441 2.658
72 H -3.057 2.213 1.352
73 H -2.172 -1.410 3.172
74 H -4.238 -1.327 4.528

Computed properties:
ΔE to the lowest compared entry with this formula, charge and spin: 6.859 eV
frontier orbital gap: 3.4 eV
total charge: +4

Here are the Mulliken charges for atoms 1 to 6, given in e: 0.449 -0.048 0.707 -0.607 -0.630 -0.906